Entry from OMol25: a gas-phase ion, C4H4NO3S (charge -1) in a non-equilibrium geometry (ωB97M-V/def2-TZVPD).

XYZ file:
```
13
Properties=species:S:1:pos:R:3:forces:R:3
C -2.34592 -0.66156 -0.11170 -0.5 -0.5 -0.1
C 0.81051 1.00350 -0.12275 1.6 1.4 -0.9
C -0.85572 -0.84358 -0.45580 0.0 -0.2 -0.1
C -0.03644 0.02983 0.40710 -1.0 -0.8 0.2
N -2.69244 0.63135 -0.09774 1.6 1.1 0.1
O 1.46456 1.75642 0.84783 -0.3 -0.2 0.0
O -3.06510 -1.61480 0.16510 0.2 -0.5 0.1
O 1.07670 1.21951 -1.30802 -0.4 -0.2 0.7
S -4.17630 1.20308 0.00872 -1.0 0.1 0.0
H -0.63806 -1.90716 -0.30704 0.1 0.1 0.0
H -0.67797 -0.57837 -1.49993 0.0 -0.1 0.0
H -0.13709 -0.04136 1.47780 0.0 0.0 0.1
H 2.01488 2.39748 0.37828 -0.1 -0.2 -0.2
```
Positions in Å, forces in eV/Å.

As for the structure (SMILES): O=C(C/C=C(\[O-])O)N=S. Its charge is -1. As for the multiplicity: 1. The value obtained for the HOMO-LUMO gap (spin up / spin down) is 5.3 / 6.4 eV. Its HOMO energy (spin up / spin down) is -3.1 / -3.0 eV. As for the calculated total energy: -22680.35312 eV. For the energy above the lowest of the compared OMol25 structures with the same formula, charge and spin, the calculation gives 2.916 eV. The calculation puts the LUMO energy (spin up / spin down) at 2.2 / 3.3 eV.